Record 1
{"formula": "C16H25NO3", "method": "wB97M-V/def2-TZVPD", "relative_energy_ev": 1.689, "e_homo_ev": -8.403, "smiles": "CC(C)(CO)NC[C@H](O)COc1ccc2c(c1)CCC2", "total_charge": 0, "lumo_ev": 0.68, "symbols": ["C", "C", "C", "C", "O", "N", "C", "C", "O", "C", "O", "C", "C", "C", "C", "C", "C", "C", "C", "C", "H", "H", "H", "H", "H", "H", "H", "H", "H", "H", "H", "H", "H", "H", "H", "H", "H", "H", "H", "H", "H", "H", "H", "H", "H"], "xyz": [[-1.2879, -2.1368, -1.5096], [-1.5505, -1.9212, -0.0127], [-2.8499, -2.6077, 0.4083], [-0.3904, -2.5512, 0.7969], [0.8772, -2.0212, 0.5005], [-1.5761, -0.5047, 0.3581], [-2.7113, 0.2909, -0.0712], [-2.5593, 1.7281, 0.4479], [-3.8467, 2.1994, 0.7878], [-1.9352, 2.6715, -0.6050], [-0.8340, 2.1296, -1.2887], [0.3311, 1.8724, -0.6158], [0.6619, 2.3687, 0.6390], [1.8601, 2.0067, 1.2437], [2.7171, 1.1448, 0.5958], [2.3988, 0.6662, -0.6758], [1.2229, 1.0283, -1.2893], [3.4749, -0.2484, -1.1758], [4.2426, -0.6080, 0.1054], [4.0349, 0.5886, 1.0472], [-1.3402, -3.1949, -1.7523], [-0.2943, -1.7725, -1.7629], [-2.0238, -1.6073, -2.1101], [-2.7281, -3.6869, 0.3634], [-3.1054, -2.3276, 1.4268], [-3.6666, -2.3283, -0.2516], [-0.3214, -3.6152, 0.5595], [-0.6125, -2.4409, 1.8662], [0.9011, -1.0995, 0.7818], [-0.7307, -0.0790, -0.0108], [-3.6170, -0.1107, 0.3856], [-2.8517, 0.3152, -1.1628], [-1.9248, 1.6867, 1.3462], [-3.7778, 3.0929, 1.1416], [-1.6833, 3.6385, -0.1448], [-2.6829, 2.8466, -1.3851], [-0.0034, 3.0377, 1.1613], [2.1016, 2.3957, 2.2220], [0.9542, 0.6668, -2.2697], [3.0725, -1.1275, -1.6769], [4.1150, 0.2863, -1.8831], [5.2954, -0.8114, -0.0825], [3.7910, -1.4972, 0.5469], [4.0327, 0.2987, 2.0979], [4.8200, 1.3376, 0.9068]], "forces_ev_per_a": [[-0.035, 0.110, 0.293], [0.249, -0.334, 0.032], [0.339, 0.203, -0.033], [-0.582, -0.167, 0.037], [0.314, 0.290, -0.164], [0.300, 0.027, 0.031], [-0.089, 0.277, 0.113], [0.532, -0.193, -0.154], [-0.317, 0.249, -0.018], [-0.499, 0.078, 0.313], [0.377, -0.192, -0.076], [0.297, -0.055, -0.193], [-0.271, 0.172, -0.054], [-0.003, -0.059, -0.090], [-0.043, -0.067, -0.043], [-0.074, 0.102, 0.186], [-0.274, 0.216, 0.074], [0.076, -0.116, -0.084], [0.101, -0.015, -0.005], [0.149, -0.002, 0.091], [-0.001, -0.150, -0.097], [0.075, 0.028, -0.070], [-0.086, 0.032, -0.097], [-0.020, -0.131, -0.037], [-0.081, 0.014, 0.148], [-0.136, -0.007, -0.044], [-0.078, 0.002, 0.016], [-0.058, -0.030, -0.074], [0.073, 0.039, 0.071], [-0.080, -0.051, 0.015], [0.011, 0.046, -0.064], [-0.056, -0.044, 0.040], [-0.108, -0.045, -0.161], [-0.003, -0.054, 0.001], [-0.017, -0.064, -0.067], [0.049, 0.011, 0.168], [-0.123, 0.034, 0.032], [0.006, 0.036, 0.112], [-0.071, -0.079, -0.130], [0.009, -0.009, -0.078], [0.018, -0.017, -0.049], [0.010, -0.074, 0.021], [0.009, -0.031, 0.013], [0.058, 0.030, 0.027], [0.055, -0.007, 0.048]], "mulliken_charge": [-1.5397, 2.0800, -2.2174, -1.2741, -0.3782, -0.1385, -0.7291, 0.2442, -0.5741, -0.9452, -0.4482, -0.0633, -0.2305, -1.3161, 0.6382, 0.3633, 0.4979, -1.2562, -0.5572, -1.0975, 0.4845, 0.2625, 0.3650, 0.5076, 0.4651, 0.4413, 0.4041, 0.3543, 0.2418, -0.1619, 0.5385, 0.1994, 0.2995, 0.3543, 0.4161, 0.3762, 0.4577, 0.4335, 0.4924, 0.2996, 0.3928, 0.3824, 0.2376, 0.3586, 0.3391]}



Record 2
{"formula": "C25H39B2Cl2F4N9O5S2SbTl", "method": "wB97M-V/def2-TZVPD", "relative_energy_ev": 0.000, "e_homo_ev": -1.861, "total_charge": -2, "lumo_ev": 4.30, "symbols": ["Tl", "C", "C", "N", "O", "B", "F", "F", "O", "N", "C", "C", "C", "N", "O", "B", "F", "F", "O", "N", "C", "C", "C", "H", "H", "H", "H", "H", "H", "H", "H", "H", "H", "H", "H", "C", "N", "C", "N", "C", "N", "C", "N", "C", "C", "H", "H", "H", "H", "H", "H", "H", "H", "H", "H", "H", "H", "C", "Sb", "C", "C", "H", "H", "H", "H", "H", "H", "H", "H", "H", "Cl", "C", "C", "C", "C", "C", "Cl", "C", "N", "H", "H", "H", "C", "O", "C", "S", "S", "H", "H", "H"], "xyz": [[-0.2165, -0.4251, 0.9133], [-3.3947, 3.4198, 0.9958], [-2.3573, 2.3802, 0.7100], [-2.0179, 1.4451, 1.4990], [-2.6300, 1.4006, 2.7326], [-1.8882, 2.0983, 3.8221], [-2.5365, 1.7614, 5.0042], [-1.9348, 3.4934, 3.5896], [-0.4618, 1.6971, 4.0096], [0.2581, 1.8978, 2.8803], [1.5299, 1.8360, 2.9920], [2.2597, 1.6119, 4.2823], [2.2880, 2.0040, 1.7115], [1.6147, 1.8220, 0.6424], [2.2994, 1.9514, -0.5390], [1.4058, 2.4203, -1.6347], [2.1303, 2.2554, -2.8157], [1.0899, 3.7765, -1.4112], [0.1337, 1.6642, -1.8469], [-0.6985, 1.5255, -0.7441], [-1.5481, 2.4598, -0.5550], [-1.7005, 3.6676, -1.4266], [3.7469, 2.3515, 1.7290], [-3.8208, 3.2444, 1.9774], [-4.1772, 3.3816, 0.2327], [-2.9572, 4.4187, 0.9787], [1.5546, 1.2796, 5.0397], [2.7342, 2.5328, 4.6334], [3.0452, 0.8624, 4.1598], [-1.1458, 3.5322, -2.3489], [-1.2987, 4.5464, -0.9195], [-2.7575, 3.8471, -1.6344], [4.0048, 2.9235, 2.6203], [3.9915, 2.9202, 0.8339], [4.3640, 1.4475, 1.7247], [3.1731, -1.7611, 0.2093], [4.4062, -2.4728, -0.1692], [5.0232, -1.7396, -1.2787], [4.1401, -1.6106, -2.4393], [2.9207, -0.9100, -1.9926], [2.2502, -1.6360, -0.9130], [1.9088, -2.9781, -1.3808], [3.1022, -3.7272, -1.8104], [4.0151, -3.7979, -0.6657], [3.7581, -2.9571, -2.8670], [3.4314, -0.7588, 0.5606], [2.6825, -2.3072, 1.0200], [5.9334, -2.2670, -1.5825], [5.2933, -0.7385, -0.9337], [2.2357, -0.8110, -2.8381], [3.1759, 0.0904, -1.6470], [1.2141, -2.9006, -2.2199], [1.4184, -3.5260, -0.5742], [4.9176, -4.3396, -0.9675], [3.5249, -4.3439, 0.1419], [3.0751, -2.8730, -3.7165], [4.6558, -3.4950, -3.1896], [-1.7246, -2.3611, -3.9787], [-0.7818, -0.7067, -2.9380], [-2.3672, 0.6812, -3.3484], [0.3589, -0.0992, -4.6668], [-2.2688, -2.0087, -4.8583], [-2.4076, -2.8820, -3.3077], [-0.9593, -3.0714, -4.2965], [-2.7562, 0.4922, -4.3514], [-1.9573, 1.6894, -3.2954], [-3.1619, 0.5702, -2.6123], [-0.3136, 0.1307, -5.4955], [1.0349, -0.9021, -4.9682], [0.9464, 0.7817, -4.4062], [0.2116, -5.7529, -0.4775], [0.5587, -4.8997, 1.0205], [1.7634, -5.2203, 1.6249], [2.1734, -4.5931, 2.7875], [1.3145, -3.6475, 3.3496], [0.1121, -3.3491, 2.7564], [-0.9422, -2.2363, 3.5829], [-0.3475, -3.9207, 1.5145], [-1.4864, -3.4444, 1.0328], [2.3851, -5.9674, 1.1472], [3.1241, -4.8300, 3.2449], [1.5672, -3.1438, 4.2736], [-5.1893, -2.5168, -2.1035], [-4.3501, -3.4297, -1.4090], [-3.3706, -2.9100, -0.6218], [-2.3566, -4.1928, -0.1498], [-3.1890, -1.3138, -0.2916], [-5.8687, -3.1420, -2.6800], [-4.6071, -1.8753, -2.7657], [-5.7418, -1.8871, -1.4064]], "forces_ev_per_a": [[0.131, -0.053, -0.036], [-0.037, 0.010, -0.046], [0.060, -0.005, -0.181], [-0.036, -0.104, 0.342], [0.053, -0.014, -0.116], [0.072, 0.014, 0.024], [-0.050, 0.055, 0.027], [0.003, 0.013, 0.022], [-0.043, -0.085, 0.008], [0.126, 0.176, 0.003], [-0.106, 0.032, -0.142], [0.042, -0.064, 0.018], [-0.109, -0.077, -0.041], [0.045, -0.116, 0.047], [-0.076, 0.072, 0.006], [0.111, 0.047, 0.087], [-0.009, 0.048, -0.030], [0.146, 0.028, 0.021], [0.230, 0.175, 0.137], [-0.302, 0.402, -0.138], [0.111, -0.017, 0.054], [-0.117, 0.002, -0.001], [0.021, -0.003, 0.005], [-0.010, -0.016, -0.010], [-0.001, 0.006, 0.001], [0.021, -0.002, 0.019], [-0.005, -0.013, -0.004], [-0.011, 0.002, -0.008], [0.004, -0.001, 0.003], [-0.031, 0.043, 0.015], [0.008, -0.027, 0.001], [-0.001, -0.023, -0.007], [-0.006, 0.013, -0.008], [-0.003, 0.001, -0.007], [-0.009, -0.006, -0.007], [-0.078, 0.024, 0.032], [0.049, -0.016, -0.014], [-0.011, -0.010, -0.003], [0.031, 0.008, 0.010], [-0.028, -0.038, 0.002], [-0.002, 0.024, -0.112], [0.002, 0.058, 0.083], [0.027, -0.010, -0.004], [0.012, 0.016, -0.009], [0.000, 0.004, -0.002], [0.013, 0.020, 0.013], [0.003, 0.003, 0.002], [0.007, -0.004, -0.003], [-0.007, -0.003, 0.002], [0.066, -0.021, 0.047], [0.018, -0.002, -0.003], [0.014, -0.002, -0.020], [0.135, 0.242, -0.168], [0.010, 0.002, -0.010], [0.072, 0.090, -0.079], [-0.004, 0.000, 0.002], [0.010, 0.002, -0.001], [-0.093, 0.029, -0.170], [-0.020, -0.287, 0.131], [-0.047, 0.017, -0.084], [0.018, 0.002, -0.019], [-0.023, -0.053, -0.029], [-0.018, -0.019, 0.004], [0.023, -0.025, -0.008], [-0.023, 0.014, 0.006], [-0.026, -0.084, -0.043], [-0.030, -0.007, 0.002], [0.004, -0.007, -0.016], [-0.002, -0.003, -0.024], [-0.020, -0.016, -0.005], [0.033, -0.191, 0.095], [0.088, -0.304, 0.011], [-0.081, -0.066, 0.103], [-0.027, -0.004, -0.022], [-0.032, -0.025, -0.029], [0.079, 0.019, 0.098], [-0.003, -0.076, 0.044], [0.069, 0.052, 0.160], [-0.060, -0.106, 0.115], [-0.020, -0.031, 0.026], [0.002, 0.003, 0.002], [0.010, 0.001, 0.002], [-0.012, -0.019, 0.012], [0.037, 0.041, 0.018], [-0.143, 0.108, -0.345], [-0.049, -0.021, 0.048], [-0.214, 0.141, 0.103], [-0.010, 0.006, -0.008], [0.026, 0.016, -0.002], [-0.001, 0.000, 0.005]], "mulliken_charge": [1.0523, -1.8621, 0.1603, 0.5157, -0.6823, 0.7612, -0.4021, -0.3862, -0.4515, -0.1091, 0.4643, -1.7292, 0.5642, 0.3116, -0.7764, 0.5253, -0.3888, -0.3546, -0.4401, 0.7722, 0.5229, -2.1617, -1.7347, 0.4670, 0.4146, 0.2842, 0.4354, 0.3189, 0.3225, 0.4849, 0.3531, 0.4359, 0.4691, 0.3866, 0.2307, 0.5085, 0.0697, -0.7200, 0.1155, 0.0077, 0.9978, 0.9726, 0.1706, -0.3163, -0.7261, -0.2428, -0.4512, 0.3458, 0.3654, -0.4323, 0.0167, 0.3600, -1.5374, 0.3956, -0.2420, 0.3154, 0.3647, -1.3334, 0.4524, -1.2973, -1.4184, 0.4130, 0.2737, 0.3846, 0.6331, 0.3241, 0.2333, 0.4392, 0.3470, 0.3042, -0.2067, 0.3462, -0.5180, -0.4489, -0.7969, 0.5980, -0.0928, -0.2585, -0.5104, 0.4827, 0.3489, 0.3729, -0.6217, -0.3159, 0.1614, -0.1136, -0.0691, 0.2438, 0.2201, 0.3112]}



Record 3
{"formula": "C16H8F5N2PdSSe2", "method": "wB97M-V/def2-TZVPD", "relative_energy_ev": 0.000, "e_homo_ev": -10.876, "total_charge": 1, "lumo_ev": -4.59, "symbols": ["Pd", "Se", "Se", "C", "C", "C", "C", "C", "N", "C", "C", "C", "C", "C", "N", "H", "H", "H", "H", "H", "H", "H", "H", "F", "C", "C", "F", "C", "F", "C", "S", "C", "F", "C", "F"], "xyz": [[-0.8531, -0.1526, 0.3652], [-2.5003, -2.0808, 0.7318], [-3.0270, -0.5079, 2.4244], [-3.2698, 0.9448, 1.1657], [-4.2895, 1.8474, 1.3606], [-4.4366, 2.8849, 0.4439], [-3.5897, 2.9608, -0.6463], [-2.5826, 2.0208, -0.7763], [-2.4221, 1.0395, 0.1161], [-0.7515, -2.7049, 1.2821], [-0.4909, -4.0212, 1.5843], [0.8391, -4.3659, 1.8110], [1.8191, -3.3915, 1.7333], [1.4571, -2.0910, 1.4184], [0.1855, -1.7634, 1.1966], [-4.9619, 1.7412, 2.2004], [-5.2240, 3.6147, 0.5787], [-3.6906, 3.7401, -1.3876], [-1.8707, 2.0485, -1.5879], [-1.2884, -4.7490, 1.6300], [1.1005, -5.3889, 2.0472], [2.8589, -3.6262, 1.9123], [2.1805, -1.2900, 1.3509], [5.0036, 0.7816, -3.4981], [3.9898, 0.9335, -2.6568], [3.1112, -0.1045, -2.4251], [3.2727, -1.2697, -3.0483], [2.0583, 0.0655, -1.5436], [1.2389, -0.9928, -1.3797], [1.8368, 1.2503, -0.8649], [0.5490, 1.6123, 0.3067], [2.7369, 2.2782, -1.1259], [2.5849, 3.4533, -0.5100], [3.7968, 2.1354, -1.9992], [4.6291, 3.1474, -2.2099]], "forces_ev_per_a": [[-0.241, -1.016, 0.120], [-0.016, -0.114, 0.139], [-0.214, 0.044, -0.134], [0.179, -0.063, -0.261], [-0.082, 0.089, -0.071], [-0.022, -0.007, 0.020], [-0.042, -0.018, -0.018], [-0.070, -0.040, 0.051], [-0.297, 0.896, 0.299], [-0.023, -0.009, 0.043], [0.087, -0.009, 0.069], [-0.010, -0.020, 0.010], [-0.001, -0.007, 0.055], [-0.007, 0.153, 0.122], [0.472, 0.007, -0.440], [-0.002, -0.014, -0.014], [0.007, -0.011, 0.001], [0.004, -0.002, 0.016], [0.034, 0.012, 0.030], [-0.005, 0.007, 0.007], [-0.005, 0.013, -0.004], [-0.021, -0.002, -0.011], [-0.002, 0.010, -0.056], [-0.010, 0.000, 0.010], [0.081, -0.001, -0.061], [-0.013, -0.057, -0.031], [-0.009, -0.003, 0.010], [-0.011, -0.148, -0.093], [-0.077, -0.014, 0.029], [-0.221, 0.093, 0.250], [0.435, 0.037, -0.120], [0.087, 0.150, 0.043], [-0.015, -0.046, -0.007], [0.033, 0.097, -0.005], [-0.002, -0.008, 0.000]], "mulliken_charge": [0.4120, -0.1511, 0.0511, 0.5780, -0.6608, -0.1928, -0.7226, -0.2150, -0.1228, 0.5979, -0.5771, -0.1492, -0.7803, -0.1838, -0.1260, 0.3939, 0.4112, 0.4211, 0.4761, 0.4068, 0.4282, 0.4129, 0.4725, -0.2742, 0.6894, -0.2566, -0.2870, 0.1894, -0.2753, 0.5291, -0.2493, 0.1923, -0.3218, 0.1518, -0.2682]}



Record 4
{"formula": "C5H13N3O", "method": "wB97M-V/def2-TZVPD", "relative_energy_ev": 2.970, "e_homo_ev": -7.999, "total_charge": 0, "lumo_ev": 0.51, "symbols": ["C", "C", "N", "O", "H", "H", "H", "H", "H", "C", "C", "N", "N", "C", "H", "H", "H", "H", "H", "H", "H", "H"], "xyz": [[1.8869, -0.7111, 0.7454], [1.1127, -0.1689, -0.4641], [0.0417, -1.4109, -1.1800], [1.8577, 0.2006, -1.4117], [0.2984, -2.3389, -0.8527], [0.2751, -1.3036, -2.1628], [2.2745, 0.1230, 1.3264], [2.7579, -1.2654, 0.3914], [1.3087, -1.3992, 1.3683], [-0.2812, 1.1310, 1.3865], [-0.2120, 0.7146, -0.0824], [-0.2430, 1.9522, -0.8571], [-2.2051, -0.7297, 0.3109], [-1.2917, -0.2114, -0.5454], [0.6854, 2.0967, -1.2606], [-0.8555, 1.8718, -1.6634], [-1.9077, -0.9638, 1.2463], [-2.9036, -1.3538, -0.0616], [-1.7224, -0.0241, -1.5240], [-0.2763, 0.2916, 2.0828], [0.5698, 1.7729, 1.6137], [-1.1704, 1.7264, 1.5941]], "forces_ev_per_a": [[-0.374, -0.802, -0.191], [0.357, 0.087, -0.651], [-0.318, 1.037, 1.314], [-0.413, 0.876, 0.174], [-0.532, -0.069, -0.025], [-0.052, -0.010, 0.108], [-0.203, 0.030, 0.113], [-0.135, 0.063, -0.225], [-0.054, 0.222, 0.258], [-0.178, -0.224, 0.148], [0.783, 0.611, -0.009], [0.021, 0.103, -0.498], [0.017, -0.195, 0.305], [0.695, -1.697, -0.835], [0.015, -0.185, 0.094], [0.078, 0.014, 0.108], [0.014, 0.128, -0.053], [0.080, 0.081, -0.026], [0.089, 0.163, 0.093], [0.142, -0.080, 0.059], [0.060, -0.120, -0.056], [-0.091, -0.032, -0.206]], "mulliken_charge": [-1.5146, 0.8115, -0.6305, -0.8245, 0.2431, 0.2940, 0.2748, 0.4052, 0.3716, -1.8909, 1.5891, -0.7411, -0.3926, -0.4994, 0.3353, 0.2573, 0.1993, 0.2522, 0.2935, 0.4243, 0.3740, 0.3684]}